Molecular formula: C23H27N3O2
Method: DFT, wB97M-V/def2-TZVPD

Geometry as ORCA input:
```
! RIJCOSX wB97M-V def2-TZVPD def2/J DEFGRID3
* xyz 0 1
H 0.52 -1.80 -0.98
C -0.75 1.37 -3.17
H -6.99 1.69 1.81
C 3.28 -1.63 0.86
H 0.31 2.08 -0.05
H 0.92 2.47 -2.38
C 1.42 -2.94 1.83
H -2.48 0.22 -3.65
H -1.20 1.32 1.57
C -1.45 0.94 -0.52
H 1.77 -0.13 0.54
H 1.98 -0.06 -1.91
C -3.26 0.89 1.20
N -0.01 -0.89 1.64
C -0.32 1.68 -0.83
C 2.71 -0.44 0.08
C 2.43 -0.88 -1.36
C 2.10 -3.22 -0.52
H 4.17 3.29 0.56
H 3.28 3.81 -0.89
H -0.48 1.54 -4.20
C -2.22 0.41 -1.54
C 0.18 -2.17 1.55
C -1.88 0.63 -2.86
C 0.03 1.90 -2.16
C -1.80 0.65 0.94
O 3.04 1.87 -0.44
H 4.59 0.51 -0.44
H -5.32 3.51 1.83
H 1.35 -2.45 -2.39
H 3.45 -1.36 1.90
H 3.37 -1.15 -1.85
C -1.28 -0.72 1.16
C -3.68 2.20 1.43
H 1.41 -4.06 -0.46
H -3.90 -1.14 1.01
H 1.84 -2.61 2.79
H 4.25 -1.91 0.42
H -3.09 -0.18 -1.30
H 1.15 -4.00 1.91
H 3.96 0.95 1.16
O -0.90 -2.81 1.08
C -5.95 1.47 1.64
N -1.84 -1.85 0.82
C 3.86 3.00 -0.46
C -5.55 0.17 1.41
H 4.76 2.84 -1.06
N 2.46 -2.83 0.83
C 3.67 0.74 0.12
C 1.50 -2.09 -1.37
C -5.01 2.49 1.65
H -2.95 2.99 1.44
H -6.27 -0.63 1.40
C -4.21 -0.12 1.19
H 3.02 -3.56 -1.00
*
```

Summary:
Lowest unoccupied orbital energy, eV: 0.815
SMILES: COC[C@H]1CCCN(Cc2nc(C(c3ccccc3)c3ccccc3)no2)C1
E_tot, eV: -32853.49180
Energy above the lowest of the compared OMol25 structures with the same formula, charge and spin, eV: 3.4553
Frontier orbital gap, eV: 9.243
HOMO level, eV: -8.43

Atomic partial charges in e from the natural (NBO) method, atoms 1 to 4: atom 1 (H): 0.20, atom 2 (C): -0.22, atom 3 (H): 0.21, atom 4 (C): -0.20

***

Molecular formula: C23H27N4SiTe4Ti
Method: DFT, wB97M-V/def2-TZVPD

Geometry as ORCA input:
```
! RIJCOSX wB97M-V def2-TZVPD def2/J DEFGRID3
* xyz -1 3
C 0.59 4.29 -3.48
H -2.74 1.00 0.99
H -2.23 -3.10 3.48
N 0.36 0.94 2.14
C -1.65 0.99 0.77
H 0.97 4.95 -2.69
C -1.58 -0.75 -0.94
N 0.57 -1.94 2.01
C -0.61 -1.78 -1.48
Te 4.08 0.09 1.53
C -1.90 3.71 -1.89
C 1.04 1.12 -0.67
C 0.89 2.44 3.91
H -0.19 1.32 -4.60
C -1.76 -1.34 1.41
Te 5.20 -1.80 -2.13
C -0.76 -2.14 2.21
H -2.60 -1.15 -0.96
Te 6.10 -1.36 0.45
C -0.22 -3.86 3.78
H -1.68 -2.49 -3.24
H -2.42 -0.78 2.09
C 1.14 -3.73 3.48
H -1.59 4.16 -0.95
H -2.29 4.50 -2.55
C 0.47 1.84 -1.51
H -2.09 3.24 2.40
H 2.32 -4.06 -2.73
Ti 1.12 -0.31 0.58
C 0.24 -3.47 -2.98
Si -0.46 2.94 -2.77
C 1.53 -2.73 -1.12
H 0.03 4.89 -4.18
H -2.70 3.01 -1.71
H 1.58 2.81 4.66
H -1.58 2.38 -4.89
H -0.59 3.94 4.31
H 0.13 -4.14 -3.82
C 1.50 -2.74 2.59
H 2.03 0.68 3.34
H -2.41 -2.01 0.82
C -0.83 1.58 1.87
Te 2.78 -0.70 -1.94
C -1.05 1.80 -4.13
N -1.20 -0.36 0.44
H -0.51 -4.63 4.48
C -0.32 3.10 3.66
C 1.47 -3.53 -2.28
C 1.16 1.30 3.15
H 1.87 -4.38 3.96
H 1.45 3.88 -4.01
H -1.51 1.62 -0.14
H -1.57 0.16 -1.56
N 0.47 -1.97 -0.69
H 2.24 -2.99 -0.31
C -0.79 -2.58 -2.63
H -1.70 1.03 -3.75
C -1.19 -3.05 3.21
C -1.16 2.71 2.63
H 2.55 -2.51 2.38
*
```

Summary:
Expectation value of S²: 2.0229
Lowest unoccupied orbital energy (spin up / spin down), eV: 2.085 / 2.084
E_tot, eV: -90416.17362
Energy above the lowest of the compared OMol25 structures with the same formula, charge and spin, eV: 0.3215
Frontier orbital gap (spin up / spin down), eV: 4.383 / 4.479
HOMO level (spin up / spin down), eV: -2.30 / -2.40

Atomic partial charges in e from the natural (NBO) method, atoms 1 to 4: atom 1 (C): -1.12, atom 2 (H): 0.19, atom 3 (H): 0.21, atom 4 (N): -0.52

***

Molecular formula: C23H27NO3
Method: DFT, wB97M-V/def2-TZVPD

Geometry as ORCA input:
```
! RIJCOSX wB97M-V def2-TZVPD def2/J DEFGRID3
* xyz 0 1
H -0.13 -4.06 -0.74
H -2.58 2.26 0.97
O -4.02 -1.04 -1.01
O -1.32 -0.04 -0.92
C -3.32 0.23 0.95
O -2.70 -2.00 0.52
C 0.46 -3.15 -0.71
C 2.71 0.51 -0.61
C -3.80 2.01 -0.80
C 6.11 -0.56 0.64
C 3.90 0.35 0.31
H 2.33 2.57 -0.07
H 4.99 -0.75 -1.17
H 0.27 -2.91 1.40
H 0.92 2.67 -1.96
H -0.79 2.99 -0.27
H 0.81 -3.13 -2.82
H 2.13 -1.06 -2.76
C -5.12 2.33 -0.11
C 6.13 -0.07 1.93
C 0.68 -2.51 0.49
H -3.96 1.25 -1.56
C 0.67 1.85 -1.29
H -5.09 -0.41 2.00
H -3.40 2.91 -1.28
C 1.42 -1.34 0.52
C 1.73 -1.46 -1.84
H 1.26 1.39 0.72
H 3.10 1.39 2.01
C -1.51 1.09 -0.51
C 1.95 -0.80 -0.64
C 5.04 0.63 2.41
H 6.96 -1.11 0.26
H 3.09 0.71 -1.62
H 0.55 0.93 -1.87
H 1.60 -0.85 1.47
C -4.70 0.51 1.56
H -5.84 0.31 -0.25
C 3.93 0.84 1.61
H -4.57 1.24 2.37
C 0.99 -2.63 -1.88
C 5.00 -0.35 -0.16
H -2.69 -2.73 -0.12
C -5.68 1.06 0.53
C 1.76 1.65 -0.22
H -2.62 -0.04 1.74
C -3.37 -0.96 0.01
C -2.79 1.48 0.22
H 5.05 1.02 3.42
H 7.00 -0.23 2.56
N -0.63 2.10 -0.70
H -6.64 1.27 1.01
H -5.83 2.71 -0.85
H -4.98 3.09 0.65
*
```

Summary:
Lowest unoccupied orbital energy, eV: 0.623
SMILES: O=C(NCCC(c1ccccc1)c1ccccc1)[C@H]1CCCC[C@H]1C(=O)O
E_tot, eV: -31923.64669
Energy above the lowest of the compared OMol25 structures with the same formula, charge and spin, eV: 0.2695
Frontier orbital gap, eV: 9.340
HOMO level, eV: -8.72

Atomic partial charges in e from the natural (NBO) method, atoms 1 to 4: atom 1 (H): 0.21, atom 2 (H): 0.21, atom 3 (O): -0.63, atom 4 (O): -0.62

***

Molecular formula: C23H28AuN3OPSe
Method: DFT, wB97M-V/def2-TZVPD

Geometry as ORCA input:
```
! RIJCOSX wB97M-V def2-TZVPD def2/J DEFGRID3
* xyz 1 1
C 1.54 0.02 3.66
H 4.55 -1.25 4.54
H -2.51 -0.22 -1.71
H -4.77 -3.44 -0.02
C 2.34 -1.48 1.94
H 1.19 4.68 1.79
C 0.92 0.35 -4.51
H -3.47 3.86 0.27
C 3.49 -1.70 2.77
H 1.00 1.34 -2.61
C -3.83 -2.90 -0.12
H 0.74 -0.88 -6.25
C 3.29 -3.05 0.23
C -3.00 3.55 -0.67
O -0.66 3.72 0.07
H 2.78 0.40 5.30
H 3.64 -3.67 1.04
H 4.15 -2.56 -0.24
H 0.74 0.68 3.95
H 1.63 -2.16 -1.19
C 2.66 -0.16 4.39
H 4.26 -2.36 2.40
C 3.66 -1.08 3.95
Se -1.24 0.23 2.56
H -4.64 -1.44 -1.46
N 1.33 -0.66 2.47
C 2.27 -2.03 0.67
C -0.87 4.16 1.43
C -1.65 4.19 -0.88
H -0.43 -2.70 -2.57
H -1.20 5.20 1.38
C -3.76 -1.78 -0.93
C -2.57 -1.09 -1.06
H 2.84 -3.71 -0.52
C 0.28 -0.67 -2.41
H -1.24 3.96 -1.86
C -0.02 -1.85 -3.10
H -0.11 -2.84 -5.00
C -2.71 -3.34 0.56
H -3.67 3.84 -1.48
Au -0.23 1.63 -0.14
H 0.26 4.26 3.24
C 0.42 4.02 2.19
H -2.92 2.46 -0.67
P 0.10 -0.59 -0.57
H -1.67 3.57 1.88
N 1.40 -1.71 -0.32
N 0.17 -0.59 1.81
H -1.70 5.28 -0.78
C -1.51 -2.65 0.44
C -1.44 -1.53 -0.37
C 0.62 -0.82 -5.18
H 1.29 1.21 -5.05
C 0.14 -1.92 -4.48
H -2.76 -4.22 1.19
H 0.78 2.99 2.14
H -0.64 -2.98 0.99
C 0.76 0.42 -3.13
*
```

Summary:
Lowest unoccupied orbital energy (spin up / spin down), eV: -3.822 / -3.837
E_tot, eV: -109143.01950
Energy above the lowest of the compared OMol25 structures with the same formula, charge and spin, eV: 3.8109
Frontier orbital gap (spin up / spin down), eV: 6.021 / 6.295
HOMO level (spin up / spin down), eV: -9.84 / -10.13

Atomic partial charges in e from the natural (NBO) method, atoms 1 to 4: atom 1 (C): -0.04, atom 2 (H): 0.24, atom 3 (H): 0.22, atom 4 (H): 0.23

***

Molecular formula: C23H28BrIN5O4Pd
Method: DFT, wB97M-V/def2-TZVPD

Geometry as ORCA input:
```
! RIJCOSX wB97M-V def2-TZVPD def2/J DEFGRID3
* xyz 3 5
C 9.71 9.00 11.70
O 10.27 9.74 10.81
C 10.81 13.69 11.97
C 14.38 8.82 12.70
C 8.92 7.78 11.25
H 8.76 5.68 11.91
C 13.05 10.55 14.18
H 8.76 9.91 14.68
C 8.90 8.93 14.15
H 9.46 7.36 10.41
H 9.53 8.24 14.78
Pd 12.31 10.36 11.14
N 14.27 10.65 11.07
H 12.51 10.39 15.18
H 9.68 6.66 13.02
H 13.64 8.23 12.22
N 7.63 15.72 11.84
C 9.77 14.74 11.67
C 8.78 6.72 12.34
C 11.73 9.40 7.22
C 7.65 6.94 13.35
O 10.64 13.12 13.19
H 14.22 8.91 9.22
O 11.61 13.43 11.12
H 8.44 14.56 13.43
I 10.29 9.11 5.76
N 9.78 9.25 13.01
C 7.79 16.31 10.71
H 13.37 8.48 14.51
H 13.71 11.47 14.30
H 17.00 9.12 12.15
H 15.23 8.10 12.91
C 16.45 9.93 11.67
H 10.99 15.43 9.88
C 11.62 10.36 8.26
C 7.53 8.38 13.76
H 13.33 7.82 6.96
C 10.03 15.36 10.42
H 7.76 6.26 14.20
H 11.20 12.30 13.26
C 15.02 9.86 11.79
C 12.89 8.63 7.53
C 14.87 11.57 10.22
H 6.69 6.67 12.82
H 7.03 8.97 12.98
H 14.77 9.44 14.74
C 8.60 14.98 12.35
H 16.73 12.69 9.79
H 6.98 16.88 10.33
H 6.80 8.55 14.53
H 11.02 11.28 8.32
C 16.24 11.86 10.28
H 10.58 9.92 13.27
H 14.21 12.15 9.52
C 17.04 10.93 11.00
N 12.57 10.13 9.19
N 13.35 9.07 8.72
H 18.15 10.94 10.90
O 12.00 10.83 13.18
C 9.03 16.12 9.96
Br 9.25 17.05 8.35
C 13.93 9.32 14.05
H 7.93 8.03 10.88
*
```

Summary:
Expectation value of S²: 6.0315
Lowest unoccupied orbital energy (spin up / spin down), eV: -8.480 / -12.870
E_tot, eV: -121536.07629
Energy above the lowest of the compared OMol25 structures with the same formula, charge and spin, eV: 1.0273
Frontier orbital gap (spin up / spin down), eV: 7.045 / 3.793
HOMO level (spin up / spin down), eV: -15.53 / -16.66

Atomic partial charges in e from the natural (NBO) method, atoms 1 to 4: atom 1 (C): 0.72, atom 2 (O): -0.79, atom 3 (C): 0.79, atom 4 (C): -0.47

***

Molecular formula: C23H28Cl2N4O3S
Method: DFT, wB97M-V/def2-TZVPD

Geometry as ORCA input:
```
! RIJCOSX wB97M-V def2-TZVPD def2/J DEFGRID3
* xyz 0 1
C 3.62 -2.50 2.68
H 0.63 -5.24 -2.94
H -3.20 4.58 -1.95
O -3.46 4.61 1.33
C -5.38 3.28 -1.19
C -6.27 2.28 -1.59
H 6.01 -3.70 2.28
C -1.31 4.47 -0.84
C -0.99 3.20 -1.20
N -0.63 6.64 0.05
H 2.34 -0.87 -0.10
H 0.47 -6.71 -1.12
H -5.13 -0.19 0.49
C 1.02 4.92 -0.12
Cl -0.62 0.99 1.09
S 0.83 7.20 0.55
C 0.01 -6.25 -0.25
C 1.35 3.57 -0.47
H 3.08 -4.27 1.96
H -6.91 0.28 -1.26
H 0.48 -6.66 0.65
C -4.42 3.04 -0.18
H 5.42 -1.43 2.20
C 5.20 -4.36 1.99
C -6.18 1.03 -0.95
C -4.31 1.79 0.42
H -3.56 1.61 1.20
H 5.30 -4.62 0.94
C 0.78 1.30 -1.35
H 1.83 -3.94 -3.01
H 2.17 0.60 0.99
H 5.25 -5.27 2.58
H -5.44 4.26 -1.67
H -2.89 6.02 -0.87
C 0.77 -4.03 -1.17
H 5.36 -2.08 3.86
C -5.21 0.79 0.02
N 0.16 -4.81 -0.25
H -6.99 2.52 -2.38
H 0.20 1.06 -2.26
H -1.05 -6.50 -0.23
N 3.90 -3.74 2.19
Cl 2.52 1.21 -1.87
C 1.39 -4.70 -2.37
C 1.68 -0.28 0.54
C -3.53 4.24 0.18
N 1.80 5.90 0.38
O 0.80 -2.82 -1.02
H -1.71 2.50 -1.62
H 4.40 -0.67 3.43
C 4.78 -1.62 3.06
C 0.39 2.75 -1.00
H -0.16 -0.54 -0.65
C -2.77 4.93 -1.00
H 2.17 -5.39 -2.06
H 2.37 3.23 -0.30
C -0.34 5.39 -0.30
C 0.44 0.27 -0.21
O 2.46 -2.13 2.78
H -0.23 -4.29 0.52
H 1.30 -0.87 1.39
*
```

Summary:
Lowest unoccupied orbital energy, eV: -0.277
E_tot, eV: -72288.75102
Energy above the lowest of the compared OMol25 structures with the same formula, charge and spin, eV: 0.5003
Frontier orbital gap, eV: 8.260
HOMO level, eV: -8.54

Atomic partial charges in e from the natural (NBO) method, atoms 1 to 4: atom 1 (C): 0.68, atom 2 (H): 0.23, atom 3 (H): 0.23, atom 4 (O): -0.52

***

Molecular formula: C23H28CoNO2
Method: DFT, wB97M-V/def2-TZVPD

Geometry as ORCA input:
```
! RIJCOSX wB97M-V def2-TZVPD def2/J DEFGRID3
* xyz 0 5
C -0.35 2.59 -2.13
H 2.31 -0.34 3.42
C -2.05 1.19 -1.12
H -3.00 -1.13 2.30
H -3.62 -1.42 -1.51
H -3.82 -0.87 0.17
C -1.30 -1.85 1.01
H 0.51 -3.58 3.26
H 0.04 1.69 4.23
C -0.21 -2.97 2.72
Co 0.20 0.22 1.58
H 2.21 -0.79 -4.18
C -0.14 -2.64 1.35
H 0.03 0.30 -3.66
C 1.97 -0.77 1.26
H 0.02 -2.02 -1.49
O -2.95 1.66 -0.39
C -1.21 0.08 -0.54
C 1.48 1.40 0.67
C -1.06 -2.17 -1.50
C 1.78 1.38 2.06
H -1.83 -2.63 4.23
H -1.56 0.98 4.69
H 2.31 -1.80 1.18
H 2.11 3.57 -1.83
H 1.25 2.28 0.09
C 2.14 2.58 -2.29
C 0.94 1.93 -2.57
C -1.42 -2.45 3.24
C 3.36 1.98 -2.56
C -0.64 0.83 4.10
C -1.75 -1.37 -0.37
H 1.54 -0.26 -0.85
H -0.08 -0.08 4.42
H -0.29 0.07 -1.14
H -3.53 -2.59 -0.17
C 2.20 0.14 -3.60
O -1.05 0.71 2.76
H -0.93 0.50 0.45
C 2.02 0.02 2.44
H -0.27 2.90 -1.07
C 1.60 0.06 0.18
C -2.07 -1.70 2.22
C -3.27 -1.56 -0.48
H 4.29 2.47 -2.29
H -1.44 -1.80 -2.47
C 0.97 0.73 -3.30
H 0.59 -3.00 0.63
H -2.32 2.22 -2.83
H -0.45 3.55 -2.65
H 1.82 2.26 2.70
H -1.27 -3.24 -1.42
H 4.35 0.26 -3.43
C 3.40 0.74 -3.20
N -1.56 1.75 -2.33
*
```

Summary:
Expectation value of S²: 6.0312
Lowest unoccupied orbital energy (spin up / spin down), eV: 0.702 / -1.573
E_tot, eV: -67511.85446
Frontier orbital gap (spin up / spin down), eV: 7.653 / 6.409
HOMO level (spin up / spin down), eV: -6.95 / -7.98

Atomic partial charges in e from the natural (NBO) method, atoms 1 to 4: atom 1 (C): -0.25, atom 2 (H): 0.24, atom 3 (C): 0.71, atom 4 (H): 0.23

***

Molecular formula: C23H28CuN4O6S
Method: DFT, wB97M-V/def2-TZVPD

Geometry as ORCA input:
```
! RIJCOSX wB97M-V def2-TZVPD def2/J DEFGRID3
* xyz 0 2
C -3.36 -1.38 -2.16
C -4.96 1.17 -3.58
C -4.32 -0.11 -4.09
C -1.75 3.60 1.30
C 5.88 0.91 -0.05
H -1.34 4.56 1.58
H -3.93 -3.17 -3.24
C 1.47 -1.33 -1.59
C 0.20 -0.45 5.72
C 1.27 -1.89 -2.84
C -0.51 -1.27 4.86
O 0.82 0.20 7.92
O -0.57 -1.59 7.66
C 3.63 1.70 -0.42
H -4.27 2.01 -3.71
C -0.40 -1.05 3.50
H -1.04 0.72 -1.32
H -4.37 -1.19 -1.81
C 0.13 -0.64 7.31
C -0.67 2.68 1.01
C -3.21 -2.86 -2.48
C 5.22 0.31 1.18
C 0.15 -1.49 -3.56
N 0.19 1.97 0.78
H -5.03 -0.94 -4.05
H -0.05 -1.90 -4.55
C -0.41 -0.03 -1.77
H 4.48 -0.01 -1.41
O -1.77 0.61 -4.76
S 3.49 0.95 1.25
H -2.35 3.21 2.13
N 0.66 -0.41 -1.07
C 0.99 0.57 5.19
H -2.21 -3.08 -2.85
Cu 0.57 -0.29 0.98
H -5.22 1.09 -2.52
O -0.80 -1.63 1.23
H -5.87 1.38 -4.14
H 5.12 1.53 -2.00
C 4.79 0.99 -1.11
H 6.73 0.30 -0.38
H 2.66 1.58 -0.90
H -2.39 3.72 0.43
H 1.96 -2.62 -3.23
O 2.66 -0.29 1.09
C -1.93 -0.11 -3.78
H 1.64 1.51 3.36
N -3.14 -0.50 -3.32
H -3.38 -3.45 -1.58
O -1.97 -2.69 2.81
C -0.72 -0.57 -3.01
H -2.68 -1.11 -1.35
H -4.00 0.03 -5.13
H 2.32 -1.62 -0.97
H -1.14 -2.07 5.22
H 5.07 -0.77 1.10
N 0.37 -0.08 3.00
H 5.72 0.54 2.12
H 1.54 1.21 5.86
C -1.14 -1.88 2.45
H 3.84 2.76 -0.27
C 1.05 0.72 3.83
H 6.26 1.91 0.17
*
```

Summary:
Expectation value of S²: 0.7529
Lowest unoccupied orbital energy (spin up / spin down), eV: -0.627 / -1.360
E_tot, eV: -98025.74879
Energy above the lowest of the compared OMol25 structures with the same formula, charge and spin, eV: 0.0000
Frontier orbital gap (spin up / spin down), eV: 6.528 / 5.794
HOMO level (spin up / spin down), eV: -7.16 / -7.15

Atomic partial charges in e from the natural (NBO) method, atoms 1 to 4: atom 1 (C): -0.22, atom 2 (C): -0.62, atom 3 (C): -0.22, atom 4 (C): -0.74

***

Question: The highest E_tot belongs to which entry?
Answer: C23H27NO3